Entry from the Open Molecules 2025 dataset: a cluster of 7 separate species, C39H75F2N3O11 in total (the ωB97M-V functional and the def2-TZVPD basis).

Positions of all 130 atoms, in Å:
C 1.86 8.48 -0.66
C 2.16 7.00 -0.27
C 3.73 6.88 -0.40
C 4.52 7.60 0.68
C 4.12 7.08 2.07
C 2.60 7.15 2.27
N 1.86 6.64 1.15
O 0.44 6.72 1.33
C 2.30 6.24 3.50
C 2.26 8.61 2.77
C 1.56 6.02 -1.33
H 0.78 8.57 -0.74
H 2.28 8.69 -1.64
H 2.06 9.22 0.11
H 4.02 5.83 -0.37
H 4.06 7.24 -1.38
H 4.37 8.68 0.55
H 5.60 7.56 0.53
H 4.67 7.65 2.81
H 4.36 6.03 2.28
H 2.79 6.65 4.39
H 1.22 6.13 3.60
H 2.64 5.22 3.28
H 1.21 8.75 2.48
H 2.64 8.79 3.78
H 2.82 9.31 2.16
H 2.05 6.03 -2.30
H 0.53 6.22 -1.60
H 1.69 4.98 -1.02
H 0.12 5.86 1.61
C -0.05 -7.72 -2.61
C 0.83 -7.02 -3.72
C 0.33 -5.53 -3.86
C 1.29 -4.64 -4.67
C 2.64 -4.65 -3.94
C 3.24 -6.09 -3.79
N 2.22 -7.05 -3.23
O 2.73 -8.35 -3.08
C 3.85 -6.50 -5.20
C 4.37 -6.04 -2.72
C 0.62 -7.81 -5.10
H 0.05 -8.80 -2.59
H -1.08 -7.69 -2.97
H 0.08 -7.32 -1.60
H -0.73 -5.51 -4.10
H 0.27 -5.14 -2.85
H 0.92 -3.62 -4.72
H 1.30 -5.10 -5.66
H 2.40 -4.14 -3.00
H 3.19 -3.86 -4.45
H 4.02 -7.57 -5.29
H 3.19 -6.18 -6.01
H 4.81 -5.99 -5.24
H 3.92 -5.73 -1.78
H 4.79 -7.04 -2.62
H 5.19 -5.39 -3.03
H 1.28 -8.68 -5.10
H 0.83 -7.28 -6.03
H -0.35 -8.30 -5.16
H 2.88 -8.34 -2.13
C 1.80 -3.94 2.97
C 1.21 -3.01 4.11
C 1.06 -3.88 5.37
C 2.42 -3.95 6.08
C 3.01 -2.59 6.39
C 3.23 -1.75 5.11
N 1.99 -1.77 4.27
O 2.02 -0.93 3.15
C 3.57 -0.31 5.57
C 4.51 -2.26 4.27
C -0.24 -2.65 3.69
H 2.16 -3.43 2.07
H 1.22 -4.81 2.69
H 2.67 -4.53 3.27
H 0.39 -3.39 6.08
H 0.80 -4.93 5.29
H 3.23 -4.45 5.55
H 2.31 -4.53 7.00
H 3.98 -2.62 6.88
H 2.34 -1.98 7.01
H 2.71 0.15 6.06
H 4.28 -0.30 6.40
H 4.00 0.41 4.87
H 4.44 -3.29 3.94
H 4.55 -1.75 3.30
H 5.47 -2.07 4.76
H -0.15 -2.35 2.65
H -0.72 -1.92 4.34
H -0.84 -3.56 3.69
H 1.54 -0.15 3.44
C -6.27 6.57 -7.98
C -5.50 7.85 -7.53
O -5.63 8.91 -8.07
C -4.63 7.58 -6.30
H -7.13 6.84 -8.58
H -6.61 6.19 -7.01
H -5.65 5.83 -8.48
H -3.85 6.86 -6.56
H -5.33 7.09 -5.63
H -4.18 8.44 -5.81
C -3.95 2.51 5.99
C -3.87 2.83 4.45
O -2.80 2.84 3.84
C -5.14 3.10 3.68
H -2.98 2.60 6.48
H -4.21 1.46 6.12
H -4.74 3.07 6.48
H -5.83 2.25 3.64
H -4.99 3.19 2.61
H -5.68 3.99 3.99
C -7.14 -6.95 -1.33
C -7.31 -5.90 -2.38
O -6.56 -4.82 -1.78
C -6.74 -4.89 -0.49
O -6.45 -4.10 0.36
O -7.30 -6.11 -0.20
F -8.56 -5.45 -2.63
H -6.20 -7.51 -1.44
H -7.95 -7.68 -1.41
H -6.93 -6.24 -3.34
C -3.54 0.49 -1.04
C -2.61 1.61 -1.26
O -3.50 2.64 -1.61
C -4.63 2.12 -2.04
O -5.54 2.77 -2.52
O -4.63 0.75 -1.83
F -1.76 1.36 -2.26
H -3.81 0.39 0.02
H -3.11 -0.44 -1.42
H -2.05 1.76 -0.34

Results
* SMILES string: CC1(C)CCCC(C)(C)N1O.CC1(C)CCCC(C)(C)N1O.CC1(C)CCCC(C)(C)N1O.O=C1OC[C@@H](F)O1.O=C1OC[C@@H](F)O1.CC(C)=O.CC(C)=O
* orbital gap: 8.25 eV
* multiplicity: 1
* calculated total energy: -74080.6172 eV
* net charge: 0
* strongest force on any atom: 4.1 eV/A
* HOMO level: -8.203 eV